(1)
ORCA calculation (ωB97M-V/def2-TZVPD) on C35H24BrF5N7O4STi as an isolated structure.

Output
strongest force on any atom	0.3	eV Å⁻¹
relative energy (zero: lowest compared OMol25 entry of this formula, charge and spin)	19.9	kcal per mole
total charge	+1
lowest unoccupied orbital energy	-4.0	eV
E_tot	-172884.2297	eV
frontier orbital gap	6.53	eV
E_HOMO	-10.5	eV

```
78
C35H24BrF5N7O4STi, DFT ωB97M-V/def2-TZVPD
Ti 0.058 0.931 0.698
C -1.196 -0.757 3.172
O -0.102 -0.642 2.222
C 0.686 -1.771 2.034
C 0.857 -2.765 2.971
C 1.641 -3.861 2.623
Br 1.885 -5.236 3.887
C 2.235 -3.963 1.380
C 2.064 -2.948 0.440
C 1.286 -1.861 0.790
O 0.968 -0.833 -0.087
C 2.607 -3.082 -0.920
N 2.525 -4.172 -1.619
C 3.073 -3.846 -2.855
C 3.246 -4.639 -3.989
C 3.834 -4.055 -5.091
C 4.246 -2.712 -5.078
C 4.077 -1.911 -3.967
C 3.477 -2.508 -2.863
N 3.142 -2.012 -1.610
H -0.789 -0.761 4.182
H -1.743 -1.677 2.970
H -1.837 0.110 3.020
H 0.400 -2.709 3.948
H 2.824 -4.828 1.111
H 1.495 -0.862 -0.913
H 2.932 -5.674 -3.991
H 3.988 -4.641 -5.987
H 4.708 -2.296 -5.964
H 4.396 -0.878 -3.956
H 3.566 -1.185 -1.197
O -1.593 0.383 0.210
C -2.465 -0.668 0.223
C -2.074 -1.867 -0.363
C -2.939 -2.949 -0.376
C -4.201 -2.838 0.187
C -4.589 -1.638 0.758
C -3.736 -0.535 0.787
C -4.195 0.713 1.416
N -3.556 1.428 2.315
C -4.413 2.446 2.663
C -5.578 2.343 1.965
N -5.429 1.231 1.176
H -1.101 -1.935 -0.827
H -2.623 -3.877 -0.834
H -4.878 -3.681 0.185
H -5.566 -1.553 1.218
H -4.147 3.180 3.405
H -6.476 2.935 1.965
H -6.099 0.870 0.517
F 3.013 3.794 -5.154
C 2.404 3.331 -4.074
C 2.143 1.974 -3.955
F 2.509 1.135 -4.915
C 1.503 1.502 -2.827
F 1.254 0.190 -2.702
C 1.123 2.360 -1.806
O 0.537 1.885 -0.695
C 1.393 3.716 -1.934
F 1.045 4.549 -0.955
C 2.026 4.201 -3.064
F 2.275 5.499 -3.179
N -1.950 3.339 0.272
C -1.416 3.448 1.510
C -1.651 4.596 2.291
C -1.149 4.665 3.558
C -0.410 3.588 4.073
C -0.171 2.530 3.252
N -0.628 2.457 1.973
H -2.606 4.050 -0.004
H -2.125 2.416 -0.097
H -2.248 5.396 1.875
H -1.333 5.540 4.166
H -0.017 3.595 5.078
H 0.416 1.688 3.595
S 2.293 1.248 1.827
C 3.160 0.845 0.452
N 3.715 0.518 -0.510
```

(2)
ORCA calculation (ωB97M-V/def2-TZVPD) on C35H25AuBGeN4O2Se as an isolated structure at a distorted geometry.

Output
strongest force on any atom	3.1	eV Å⁻¹
relative energy (zero: lowest compared OMol25 entry of this formula, charge and spin)	0.0	kcal per mole
spin multiplicity	4
total charge	+2
lowest unoccupied orbital energy (alpha / beta)	-6.0 / -9.0	eV
E_tot	-172971.1789	eV
frontier orbital gap (alpha / beta)	4.88 / 4.74	eV
E_HOMO (alpha / beta)	-10.9 / -13.7	eV

```
70
C35H25AuBGeN4O2Se, DFT ωB97M-V/def2-TZVPD
Au 0.354 -0.109 1.275
Se 4.954 -3.614 6.590
N 3.235 -3.946 6.032
C 2.971 -3.096 5.036
C 1.653 -3.056 4.448
C 0.576 -3.859 4.808
C -0.626 -3.661 4.155
C -0.704 -2.693 3.151
N 0.329 -1.934 2.762
C 1.514 -2.062 3.409
C 2.578 -1.143 3.019
N 2.292 -0.259 1.998
C 3.272 0.518 1.550
C 4.561 0.551 2.094
C 4.912 -0.317 3.133
C 3.922 -1.201 3.558
C 4.079 -2.166 4.631
N 5.229 -2.321 5.268
H 0.726 -4.599 5.624
H -1.534 -4.215 4.410
H -1.662 -2.552 2.617
H 3.054 1.169 0.694
H 5.302 1.246 1.689
H 5.885 -0.312 3.604
O 0.042 2.953 -0.173
B 0.424 1.589 -0.232
O 1.520 1.495 -1.270
C 1.511 2.743 -1.868
C 2.257 3.171 -2.939
C 2.062 4.460 -3.429
C 1.191 5.322 -2.774
C 0.470 4.888 -1.665
C 0.638 3.599 -1.242
H 2.941 2.499 -3.457
H 2.601 4.884 -4.297
H 1.127 6.396 -3.105
H -0.224 5.529 -1.090
C -3.261 0.168 1.397
Ge -1.750 -0.050 0.127
C -2.132 -1.892 -0.502
C -3.413 -2.175 -0.899
C -3.770 -3.499 -1.179
C -2.819 -4.496 -1.211
C -1.523 -4.194 -0.808
C -1.173 -2.893 -0.480
C -2.343 1.091 -1.378
C -3.215 2.135 -1.041
C -3.464 3.209 -1.902
C -2.777 3.268 -3.087
C -1.926 2.229 -3.496
C -1.196 2.363 -4.688
C -0.338 1.362 -5.100
C -0.155 0.229 -4.313
C -0.888 0.073 -3.154
C -1.699 1.090 -2.668
H -4.228 0.157 0.921
H -3.194 1.109 1.959
H -3.276 -0.633 2.145
H -4.180 -1.390 -1.012
H -4.842 -3.733 -1.364
H -3.074 -5.528 -1.518
H -0.756 -4.982 -0.812
H -0.122 -2.657 -0.218
H -3.637 2.147 -0.027
H -4.118 4.010 -1.571
H -2.892 4.147 -3.729
H -1.310 3.285 -5.271
H 0.273 1.537 -5.975
H 0.557 -0.536 -4.590
H -0.793 -0.849 -2.568
```

(3)
ORCA calculation (ωB97M-V/def2-TZVPD) on C35H25Br2N7O4SW as an isolated structure.

Output
strongest force on any atom	0.5	eV Å⁻¹
relative energy (zero: lowest compared OMol25 entry of this formula, charge and spin)	6.9	kcal per mole
spin multiplicity	3
total charge	+2
lowest unoccupied orbital energy (alpha / beta)	-7.3 / -7.0	eV
E_tot	-208052.0759	eV
frontier orbital gap (alpha / beta)	5.46 / 6.26	eV
E_HOMO (alpha / beta)	-12.8 / -13.2	eV

```
75
C35H25Br2N7O4SW, DFT ωB97M-V/def2-TZVPD
W -0.043 -0.271 -0.696
Br -0.067 -0.924 -3.115
C -0.016 3.030 -4.643
Br -0.215 3.205 -2.813
H -0.912 3.028 -5.241
H 0.968 3.194 -5.048
O -0.397 -0.910 1.291
C -0.523 -0.289 2.384
C -0.353 1.090 2.581
C -0.372 1.606 3.897
C -0.111 2.925 4.081
C 0.161 3.786 3.004
C 0.174 3.309 1.719
C -0.073 1.947 1.482
O -0.083 1.500 0.258
N -0.112 3.472 5.454
O -0.304 2.687 6.358
O 0.095 4.660 5.567
H -0.763 -0.912 3.251
H -0.575 0.969 4.748
H 0.359 4.829 3.216
H 0.390 3.953 0.878
S -0.112 -8.030 -0.794
N 1.115 -6.999 -0.680
C 0.586 -5.785 -0.671
C 1.327 -4.545 -0.584
C 2.718 -4.514 -0.489
C 3.331 -3.290 -0.414
C 2.559 -2.137 -0.445
N 1.223 -2.136 -0.534
C 0.610 -3.348 -0.598
C -0.838 -3.352 -0.692
N -1.442 -2.147 -0.714
C -2.772 -2.120 -0.772
C -3.558 -3.264 -0.832
C -2.952 -4.495 -0.839
C -1.560 -4.545 -0.764
C -0.821 -5.787 -0.757
N -1.345 -7.000 -0.832
H 3.275 -5.442 -0.482
H 4.404 -3.192 -0.339
H 3.050 -1.186 -0.404
H -3.255 -1.159 -0.777
H -4.632 -3.159 -0.879
H -3.518 -5.416 -0.900
C 4.175 1.991 2.423
C 3.264 0.935 2.583
C 2.538 0.478 1.511
C 2.678 1.037 0.223
C 1.893 0.588 -0.911
C 2.285 1.048 -2.157
C 3.296 2.022 -2.324
C 3.931 2.546 -1.244
C 3.649 2.053 0.059
C 4.367 2.529 1.178
H 4.736 2.357 3.272
H 3.145 0.471 3.555
H 1.870 -0.361 1.649
H 1.792 0.718 -3.052
H 3.536 2.359 -3.324
H 4.680 3.320 -1.360
H 5.095 3.318 1.029
N -5.826 2.366 -1.473
C -4.619 1.810 -1.343
C -4.034 1.583 -0.078
C -2.789 1.035 0.001
N -2.045 0.655 -1.067
C -2.617 0.859 -2.277
C -3.856 1.408 -2.455
H -6.350 2.673 -0.671
H -6.223 2.546 -2.379
H -4.557 1.847 0.832
H -2.368 0.863 0.978
H -2.041 0.568 -3.137
H -4.229 1.545 -3.462
```

(4)
ORCA calculation (ωB97M-V/def2-TZVPD) on C35H25N8O2Ti as an isolated structure.

Output
strongest force on any atom	0.9	eV Å⁻¹
relative energy (zero: lowest compared OMol25 entry of this formula, charge and spin)	7.7	kcal per mole
total charge	-1
lowest unoccupied orbital energy	2.4	eV
E_tot	-75838.9003	eV
frontier orbital gap	6.05	eV
E_HOMO	-3.7	eV

```
71
C35H25N8O2Ti, DFT ωB97M-V/def2-TZVPD
Ti 0.225 0.126 -0.184
O -1.249 1.609 3.266
C -1.105 0.719 2.434
N 0.062 0.364 1.835
C 1.262 0.774 2.440
C 1.486 0.772 3.813
C 2.722 1.130 4.328
C 3.755 1.494 3.478
C 3.563 1.480 2.103
C 2.328 1.107 1.580
N 2.028 0.964 0.205
C 2.869 1.303 -0.795
O 3.969 1.841 -0.751
C 2.306 0.905 -2.150
C 3.041 1.095 -3.305
C 2.499 0.658 -4.502
C 1.250 0.054 -4.500
C 0.578 -0.098 -3.298
N 1.108 0.321 -2.145
C -2.291 -0.128 2.048
C -3.556 0.447 2.066
C -4.642 -0.347 1.741
C -4.422 -1.682 1.438
C -3.122 -2.166 1.477
N -2.071 -1.412 1.774
H 0.676 0.496 4.473
H 2.875 1.123 5.400
H 4.718 1.784 3.879
H 4.358 1.752 1.427
H 4.003 1.579 -3.225
H 3.047 0.781 -5.428
H 0.790 -0.306 -5.409
H -0.395 -0.568 -3.235
H -3.654 1.494 2.315
H -5.642 0.068 1.720
H -5.238 -2.338 1.167
H -2.911 -3.204 1.243
C 0.911 5.242 -1.674
C 0.163 4.562 -2.627
C -0.500 3.391 -2.299
C -0.430 2.876 -1.000
C 0.309 3.573 -0.043
C 0.980 4.736 -0.382
N -1.008 1.632 -0.671
C -2.227 1.233 -1.228
C -3.292 2.054 -1.565
C -4.472 1.503 -2.063
C -4.589 0.131 -2.234
C -3.531 -0.711 -1.902
C -2.359 -0.169 -1.396
N -1.225 -0.869 -1.014
N -1.145 -2.214 -1.329
C -0.005 -2.672 -0.874
C 0.387 -4.043 -1.089
C 1.564 -4.494 -0.606
C 2.426 -3.617 0.121
C 2.031 -2.329 0.288
N 0.862 -1.830 -0.192
H 1.437 6.151 -1.935
H 0.105 4.940 -3.641
H -1.063 2.851 -3.050
H 0.350 3.186 0.969
H 1.562 5.249 0.373
H -3.202 3.125 -1.423
H -5.298 2.155 -2.319
H -5.508 -0.291 -2.622
H -3.594 -1.784 -2.023
H -0.295 -4.674 -1.641
H 1.858 -5.525 -0.768
H 3.368 -3.954 0.526
H 2.647 -1.619 0.829
```